Entry from the Open Molecules 2025 dataset: C21H19IrN4OS3Se as an isolated structure in a non-equilibrium geometry (ωB97M-V/def2-TZVPD).

```
! RIJCOSX wB97M-V def2-TZVPD def2/J DEFGRID3
* xyz 1 2
Ir 0.89376 -0.86038 -1.53790
N 4.27010 0.55100 0.92787
C 3.10340 0.25044 0.35742
S 3.17115 -0.38581 -1.28339
N 2.00952 0.48402 1.02318
N 0.87837 0.23806 0.37521
C -0.29095 0.59084 0.79673
C -0.56299 1.16554 2.12123
C 0.08825 0.65485 3.24688
C -0.22401 1.13008 4.50813
C -1.16447 2.13950 4.65826
C -1.78961 2.67666 3.54176
C -1.49902 2.18996 2.27937
C -1.36972 0.35058 -0.17833
C -2.70623 0.22845 0.16881
C -3.64634 0.00114 -0.82512
C -3.23655 -0.06110 -2.14909
C -1.88502 0.02227 -2.42179
N -0.97139 0.20119 -1.46222
H 5.13297 0.42445 0.43049
H 4.27637 1.02607 1.81577
H 0.81770 -0.13264 3.12671
H 0.26442 0.71253 5.37836
H -1.41119 2.51159 5.64374
H -2.50327 3.48156 3.65686
H -1.98087 2.62202 1.41081
H -2.98567 0.28845 1.21023
H -4.68774 -0.13503 -0.56672
H -3.94238 -0.19549 -2.95546
H -1.50668 -0.06409 -3.43151
C -0.50412 6.81425 -1.62051
O -0.42438 5.41639 -1.28535
C 0.75704 4.86029 -1.23017
S 2.23808 5.58413 -1.46973
S 0.97704 3.24344 -0.87096
H -1.55909 7.02120 -1.76139
H 0.04999 7.01750 -2.53594
H -0.09899 7.41810 -0.80974
Se -0.31258 -2.90605 -1.03713
C 0.51250 -4.58982 -1.33215
C 1.21394 -4.86172 -2.50461
C 1.73581 -6.12828 -2.70265
C 1.56750 -7.11096 -1.73593
C 0.86674 -6.83291 -0.56942
C 0.33017 -5.57358 -0.36445
H 1.33728 -4.08896 -3.25181
H 2.27449 -6.34870 -3.61468
H 1.98671 -8.09612 -1.89066
H 0.73504 -7.59764 0.18405
H -0.22507 -5.34723 0.53694
*
```

Its LUMO energy (spin up / spin down) is -0.180 / -0.180 Eh. The energy above the lowest of the compared OMol25 structures with the same formula, charge and spin is 224.1 kJ/mol. Its molar mass is 710.79 g mol⁻¹. Its HOMO energy (spin up / spin down) is -10.662 / -10.659 eV. For the total energy, the calculation gives -130775.7656 eV.